The following is a DFT calculation (ωB97M-V with the def2-TZVPD basis set) of a structure of composition C20H22ClO11P2PtSi.

The value obtained for the LUMO energy (alpha / beta) is 2.41 / 1.66 eV. Its spin multiplicity is 3. The HOMO-LUMO gap (alpha / beta) comes out at 7.35 / 8.25 eV. As for the charge: -1. For the total energy, the calculation gives -3154.7388 Ha. As for the HOMO energy (alpha / beta): -4.9421 / -6.5981 eV. Its expectation value of S² is 2.004. Its energy above the lowest of the compared OMol25 structures with the same formula, charge and spin is 0.00 kcal per mole.

Positions of all 58 atoms, in Å:
Pt: 0.04087 0.20031 -0.22346
C: 1.99850 -2.26387 -1.53577
C: 0.97802 -2.99430 -0.67897
O: 1.21646 -4.39312 -0.75849
P: 1.14804 -2.52539 1.09788
O: 0.07514 -3.37968 1.88273
O: 2.49539 -3.20936 1.63122
O: 1.19075 -1.05546 1.40578
P: -0.82406 -2.68905 -1.09984
O: -0.87469 -2.25562 -2.63159
O: -1.45175 -4.02097 -0.88385
O: -1.28822 -1.55842 -0.18152
H: 2.99757 -2.63509 -1.29849
H: 1.99723 -1.18115 -1.38288
H: 1.79653 -2.46195 -2.58712
H: 0.33164 -4.80459 -0.78768
H: -0.75350 -3.51864 1.38686
H: 3.19294 -2.54267 1.69750
H: -0.63488 -1.32161 -2.78810
O: -0.12310 0.61927 -2.71620
Cl: 0.92594 1.66279 -2.77105
O: 1.58837 1.60967 -4.03786
O: 0.31691 2.93841 -2.54744
O: 1.86729 1.36106 -1.69078
C: -1.86651 1.63587 5.21010
C: -0.64767 1.21101 4.69299
C: -0.37861 1.35790 3.33937
C: -1.31310 1.93392 2.47030
C: -2.53445 2.34933 3.00816
C: -2.80905 2.20596 4.36489
Si: -0.84983 2.17101 0.65169
C: 0.33758 3.63141 0.68369
C: 1.70710 3.38756 0.82215
C: 2.61829 4.43154 0.90650
C: 2.17581 5.74664 0.84860
C: 0.81876 6.00942 0.71881
C: -0.08931 4.96062 0.64002
C: -2.43949 2.50033 -0.29662
C: -2.59274 3.50944 -1.25185
C: -3.78053 3.64745 -1.96125
C: -4.83197 2.76849 -1.74029
C: -4.68798 1.74106 -0.81543
C: -3.50205 1.60807 -0.10646
H: -2.08178 1.51701 6.26604
H: 0.08914 0.75579 5.34552
H: 0.56870 0.99818 2.94334
H: -3.28147 2.80048 2.36228
H: -3.76289 2.53653 4.76121
H: 2.06681 2.36344 0.84127
H: 3.67719 4.21949 1.00325
H: 2.88575 6.56352 0.90110
H: 0.46582 7.03381 0.67883
H: -1.14832 5.18591 0.55844
H: -1.76471 4.17412 -1.46774
H: -3.87778 4.43346 -2.70151
H: -5.75573 2.87223 -2.29859
H: -5.49490 1.03526 -0.65581
H: -3.38946 0.78402 0.59405

Löwdin population analysis, charges in e, atoms 1 to 2: 0.97, -0.06